[1]
Computed, not measured: an isolated molecule of CClN5O in a non-equilibrium geometry, with ωB97M-V with the def2-TZVPD basis set.

Bonds (Å) are listed after each position.
CARTESIAN COORDINATES (ANGSTROEM)
1 C -0.0926 -1.3166 -0.2357  N2 1.309, N5 1.173
2 N -0.0912 -0.4053 -1.1749  C1 1.309, N3 1.235
3 N 0.1743 0.7870 -0.9962  N2 1.235, N4 1.234
4 N 0.7636 1.4199 -0.1162  N3 1.234, N6 1.189
5 N -0.2561 -2.4213 0.1239  C1 1.173, O7 1.189
6 N 0.7162 2.3735 0.5921  N4 1.189, Cl8 1.780
7 O -0.3323 -3.4348 0.7414  N5 1.189
8 Cl -0.8819 2.9975 1.0656  N6 1.780

For the max |F|, the calculation gives 0.059 Eh/bohr. For the HOMO energy, the calculation gives -0.3574 Ha. The frontier orbital gap comes out at 7.87 eV. The SMILES is [O-][N+]#C/N=N\N=N/Cl. As for the energy above the lowest of the compared OMol25 structures with the same formula, charge and spin: 1.1 kcal/mol.

In elementary charge units, the Löwdin charges are: C -0.0688; N 0.0740; N 0.0133; N -0.1231; N -0.0789; N -0.3283; O 0.0600; Cl 0.4518

=====

[2]
Computed, not measured: a cluster of 5 separate species, C14H37FN2O16PS4 in total in a non-equilibrium geometry, with ωB97M-V with the def2-TZVPD basis set.

Bonds (Å) are listed after each position.
CARTESIAN COORDINATES (ANGSTROEM)
1 N 6.6863 0.5205 1.3247  P2 1.553, H11 1.008
2 P 7.3350 1.7388 0.6127  N1 1.553, O3 1.581, O4 1.600, C5 1.828
3 O 8.5332 2.3546 1.4399  P2 1.581, H12 0.970
4 O 7.9266 1.4175 -0.8391  P2 1.600, H13 0.962
5 C 6.1591 3.1151 0.3567  P2 1.828, N6 1.414, F7 1.423, C8 1.570
6 N 5.3016 3.2397 1.4742  C5 1.414, H14 1.013, H15 1.009
7 F 5.4022 2.7784 -0.7999  C5 1.423
8 C 6.9561 4.4225 0.0089  C5 1.570, O9 1.255, O10 1.249
9 O 7.9303 4.2021 -0.7513  C8 1.255
10 O 6.5560 5.4930 0.5132  C8 1.249
11 H 6.7650 -0.3015 0.7465  N1 1.008
12 H 9.0965 2.8369 0.8153  O3 0.970
13 H 7.1796 1.3966 -1.4447  O4 0.962
14 H 5.1504 2.3318 1.8983  N6 1.013
15 H 4.4155 3.5792 1.1315  N6 1.009
16 O 2.3554 3.4955 2.6416  S17 1.425
17 S 1.4985 3.1214 3.7168  O16 1.425, O18 1.429, O19 1.590, C22 1.759
18 O 1.9128 2.1440 4.6738  S17 1.429
19 O 0.0889 2.7006 3.1130  S17 1.590, C20 1.447
20 C 0.1009 1.7050 2.0625  O19 1.447, C21 1.513, H23 1.091, H24 1.088
21 C 0.3351 0.3020 2.5793  C20 1.513, H25 1.089, H26 1.088, H27 1.091
22 C 0.9566 4.5607 4.5710  S17 1.759, H28 1.086, H29 1.087, H30 1.086
23 H 0.8416 1.9836 1.3116  C20 1.091
24 H -0.8799 1.7736 1.5963  C20 1.088
25 H 1.3383 0.1913 2.9885  C21 1.089
26 H 0.2137 -0.4125 1.7684  C21 1.088
27 H -0.3737 0.0622 3.3727  C21 1.091
28 H 0.6116 5.2901 3.8443  C22 1.086
29 H 1.8151 4.9434 5.1173  C22 1.087
30 H 0.1629 4.2821 5.2585  C22 1.086
31 O -1.5536 -1.2728 0.2901  S32 1.429
32 S -2.5596 -1.5828 -0.6765  O31 1.429, O33 1.429, O34 1.587, C37 1.759
33 O -3.7470 -0.7923 -0.7571  S32 1.429
34 O -2.9519 -3.1132 -0.5278  S32 1.587, C35 1.449
35 C -3.3397 -3.5831 0.7866  O34 1.449, C36 1.513, H38 1.091, H39 1.087
36 C -4.7425 -3.1663 1.1700  C35 1.513, H40 1.089, H41 1.089, H42 1.089
37 C -1.8311 -1.6912 -2.2736  S32 1.759, H43 1.086, H44 1.087, H45 1.086
38 H -2.6054 -3.2504 1.5215  C35 1.091
39 H -3.2785 -4.6671 0.7287  C35 1.087
40 H -4.8187 -2.0879 1.3044  C36 1.089
41 H -5.0323 -3.6475 2.1032  C36 1.089
42 H -5.4501 -3.4519 0.3929  C36 1.089
43 H -0.9449 -2.3161 -2.2141  C37 1.086
44 H -1.5643 -0.6795 -2.5692  C37 1.087
45 H -2.5609 -2.1060 -2.9629  C37 1.086
46 O 1.1227 6.3892 -2.9788  S47 1.431
47 S 1.4939 5.0343 -3.2527  O46 1.431, O48 1.425, O49 1.582, C52 1.762
48 O 1.7196 4.1175 -2.1850  S47 1.425
49 O 2.7218 5.0283 -4.2494  S47 1.582, C50 1.455
50 C 3.9104 5.7896 -3.8956  O49 1.455, C51 1.513, H53 1.091, H54 1.089
51 C 4.7771 5.1152 -2.8549  C50 1.513, H55 1.088, H56 1.090, H57 1.089
52 C 0.3245 4.3255 -4.3644  S47 1.762, H58 1.086, H59 1.087, H60 1.086
53 H 3.6119 6.7918 -3.5847  C50 1.091
54 H 4.4565 5.8874 -4.8322  C50 1.089
55 H 4.2855 5.0685 -1.8856  C51 1.088
56 H 5.7071 5.6689 -2.7285  C51 1.090
57 H 5.0138 4.0935 -3.1475  C51 1.089
58 H 0.1664 5.0085 -5.1938  C52 1.086
59 H -0.5976 4.1823 -3.8063  C52 1.087
60 H 0.7091 3.3701 -4.7096  C52 1.086
61 O -5.4104 -6.3177 0.6041  S62 1.431
62 S -6.4586 -6.6616 -0.3069  O61 1.431, O63 1.428, O64 1.588, C67 1.758
63 O -7.6706 -5.9075 -0.3367  S62 1.428
64 O -6.7969 -8.2029 -0.1309  S62 1.588, C65 1.445
65 C -7.1177 -8.6704 1.1982  O64 1.445, C66 1.515, H68 1.091, H69 1.088
66 C -8.5173 -8.2844 1.6330  C65 1.515, H70 1.089, H71 1.090, H72 1.090
67 C -5.8041 -6.7596 -1.9356  S62 1.758, H73 1.086, H74 1.088, H75 1.086
68 H -6.3655 -8.3094 1.9008  C65 1.091
69 H -7.0237 -9.7526 1.1441  C65 1.088
70 H -8.6121 -7.2074 1.7593  C66 1.089
71 H -8.7535 -8.7623 2.5837  C66 1.090
72 H -9.2488 -8.5950 0.8876  C66 1.090
73 H -4.8979 -7.3575 -1.9156  C67 1.086
74 H -5.5834 -5.7415 -2.2486  C67 1.088
75 H -6.5530 -7.2012 -2.5867  C67 1.086

For the max |F|, the calculation gives 0.024 Eh/bohr. For the HOMO energy, the calculation gives -0.1710 Ha. The frontier orbital gap comes out at 5.98 eV. The net charge is -1.

In elementary charge units, the Löwdin charges are: N -0.1745; P 0.5003; O -0.1213; O -0.1459; C -0.5127; N 0.1010; F -0.0445; C -0.6957; O -0.0835; O -0.0382; H -0.0431; H 0.0769; H 0.0686; H 0.0487; H 0.0702; O -0.2581; S 0.5625; O -0.2734; O -0.2656; C -0.2435; C -0.0728; C -0.1248; H 0.1179; H 0.1189; H 0.0742; H 0.0551; H 0.0846; H 0.0734; H 0.0760; H 0.0696; O -0.2718; S 0.5641; O -0.2720; O -0.2644; C -0.2443; C -0.0746; C -0.1206; H 0.1159; H 0.1081; H 0.0727; H 0.0845; H 0.0743; H 0.0756; H 0.0776; H 0.0719; O -0.2807; S 0.5499; O -0.2649; O -0.2701; C -0.2399; C -0.0680; C -0.1320; H 0.1125; H 0.1156; H 0.0748; H 0.0929; H 0.0833; H 0.0688; H 0.0708; H 0.0699; O -0.2745; S 0.5605; O -0.2681; O -0.2623; C -0.2485; C -0.0727; C -0.1159; H 0.1142; H 0.1206; H 0.0716; H 0.0812; H 0.0844; H 0.0760; H 0.0778; H 0.0752

=====

[3]
Computed, not measured: a cluster of 4 separate species, C12H35N3O4 in total in a non-equilibrium geometry, with ωB97M-V with the def2-TZVPD basis set.

Bonds (Å) are listed after each position.
CARTESIAN COORDINATES (ANGSTROEM)
1 C 1.9635 3.1864 5.5173  C2 1.487, H7 1.090, H8 1.090, H9 1.090
2 C 1.7037 1.7257 5.4239  C1 1.487, C3 1.555, N6 1.461, H10 1.090
3 C 2.9555 0.9128 4.9884  C2 1.555, O4 1.423, H11 1.090, H12 1.090
4 O 3.1929 1.1369 3.6030  C3 1.423, C5 1.433
5 C 2.5293 0.0651 2.9220  O4 1.433, H13 1.090, H14 1.090, H15 1.090
6 N 1.0993 1.2584 6.6690  C2 1.461, H16 1.010, H17 1.010
7 H 2.6250 3.3606 6.3659  C1 1.090
8 H 1.1032 3.8274 5.7100  C1 1.090
9 H 2.3272 3.5919 4.5731  C1 1.090
10 H 0.9587 1.5955 4.6389  C2 1.090
11 H 2.7432 -0.1275 5.2349  C3 1.090
12 H 3.8359 1.2637 5.5268  C3 1.090
13 H 2.3465 0.3136 1.8765  C5 1.090
14 H 1.5057 -0.0772 3.2684  C5 1.090
15 H 3.0605 -0.8823 3.0139  C5 1.090
16 H 0.3535 1.8962 6.9080  N6 1.010
17 H 0.5946 0.4089 6.4595  N6 1.010
18 C -3.2503 -0.8819 0.6440  C19 1.491, H24 1.090, H25 1.090, H26 1.090
19 C -1.8681 -0.7103 0.1109  C18 1.491, C20 1.549, N23 1.539, H27 1.090
20 C -1.1622 -2.0307 -0.2840  C19 1.549, O21 1.376, H28 1.090, H29 1.090
21 O -0.8599 -2.6806 0.8902  C20 1.376, C22 1.492
22 C -0.7050 -4.1594 0.7712  O21 1.492, H30 1.090, H31 1.090, H32 1.090
23 N -1.9542 0.1644 -1.1521  C19 1.539, H33 1.010, H34 1.010
24 H -3.7017 0.0557 0.9682  C18 1.090
25 H -3.1571 -1.4147 1.5903  C18 1.090
26 H -3.8507 -1.3400 -0.1420  C18 1.090
27 H -1.2332 -0.3061 0.8994  C19 1.090
28 H -0.2689 -1.8467 -0.8810  C20 1.090
29 H -1.7582 -2.6284 -0.9737  C20 1.090
30 H -0.4801 -4.6551 1.7156  C22 1.090
31 H -0.0585 -4.4493 -0.0571  C22 1.090
32 H -1.6281 -4.6867 0.5307  C22 1.090
33 H -2.5652 0.9019 -0.8315  N23 1.010
34 H -2.5761 -0.3061 -1.7941  N23 1.010
35 C -0.1262 -1.2287 -6.0649  C36 1.517, H41 1.090, H42 1.090, H43 1.090
36 C 0.2669 -0.3812 -4.8699  C35 1.517, C37 1.560, N40 1.428, H44 1.090
37 C -0.8239 0.5681 -4.2847  C36 1.560, O38 1.452, H45 1.090, H46 1.090
38 O -0.9768 1.4734 -5.4099  C37 1.452, C39 1.475
39 C -1.3436 2.8175 -4.9264  O38 1.475, H47 1.090, H48 1.090, H49 1.090
40 N 0.6597 -1.3206 -3.8691  C36 1.428, H50 1.010, H51 1.010
41 H -1.0552 -1.7591 -5.8560  C35 1.090
42 H 0.6678 -1.8747 -6.4395  C35 1.090
43 H -0.3655 -0.6631 -6.9654  C35 1.090
44 H 1.1307 0.2400 -5.1064  C36 1.090
45 H -0.5134 1.0973 -3.3837  C37 1.090
46 H -1.7083 -0.0135 -4.0246  C37 1.090
47 H -2.2756 2.9058 -4.3681  C39 1.090
48 H -1.4075 3.5177 -5.7593  C39 1.090
49 H -0.6292 3.3268 -4.2795  C39 1.090
50 H 0.6881 -0.9526 -2.9290  N40 1.010
51 H 1.6008 -1.6134 -4.0897  N40 1.010
52 O 1.1187 0.3573 -0.8889  H53 0.957, H54 0.957
53 H 0.2172 0.0854 -1.0605  O52 0.957
54 H 1.0544 0.9357 -0.1289  O52 0.957

For the max |F|, the calculation gives 0.067 Eh/bohr. For the HOMO energy, the calculation gives -0.3259 Ha. The frontier orbital gap comes out at 9.35 eV. The SMILES is COC[C@H](C)N.COC[C@H](C)N.COC[C@H](C)N.O. As for the energy above the lowest of the compared OMol25 structures with the same formula, charge and spin: 52.4 kcal/mol.

In elementary charge units, the Löwdin charges are: C -0.0792; C -0.4672; C -0.1951; O -0.1666; C -0.1049; N 0.0340; H 0.0859; H 0.0744; H 0.0845; H 0.1230; H 0.1136; H 0.1276; H 0.0739; H 0.0768; H 0.0934; H 0.0648; H 0.0657; C -0.0736; C -0.3930; C -0.2562; O -0.1730; C -0.0468; N 0.0480; H 0.0791; H 0.0846; H 0.0897; H 0.1343; H 0.1026; H 0.1280; H 0.0819; H 0.0856; H 0.0751; H 0.0673; H 0.0646; C -0.0694; C -0.4496; C -0.1729; O -0.1874; C -0.0936; N 0.0290; H 0.0794; H 0.0752; H 0.0691; H 0.1349; H 0.0996; H 0.1086; H 0.0766; H 0.0773; H 0.0767; H 0.0365; H 0.0794; O -0.0581; H -0.0420; H 0.0281